[1]
{"formula": "C19H19F4IN2O2Pb", "method": "ωB97M-V with the def2-TZVPD basis set", "homo_energy_ev": [-13.20, -13.20], "largest_force_ev_per_a": 1.4, "homo_lumo_gap_ev": [4.045, 3.981], "charge": 2, "elements": ["Pb", "C", "C", "N", "C", "C", "C", "C", "N", "C", "C", "F", "C", "F", "C", "C", "F", "C", "F", "H", "H", "H", "H", "H", "H", "H", "H", "H", "H", "H", "H", "H", "H", "H", "I", "C", "C", "C", "C", "C", "C", "C", "O", "O", "H", "H", "H", "H"], "positions_angstrom": [[0.1134, -2.6116, -0.2991], [3.1230, 2.4598, -1.1370], [1.9870, 2.3248, -0.1318], [0.7086, 1.8118, -0.6100], [0.2530, 2.0318, -1.9768], [0.7860, 1.0256, -3.0166], [-0.2058, 1.3218, 0.3621], [0.3468, 0.3430, 1.4834], [1.1148, -0.7589, 0.9650], [2.3095, -1.0599, 1.4989], [3.3044, -1.6050, 0.6450], [3.0189, -1.7139, -0.6427], [4.5300, -1.9685, 1.1233], [5.4373, -2.4279, 0.2924], [4.8136, -1.8497, 2.4836], [3.8516, -1.3508, 3.3536], [4.0982, -1.2733, 4.6415], [2.6292, -0.9394, 2.8840], [1.7161, -0.5126, 3.7220], [3.9609, 2.9347, -0.6253], [3.4612, 1.4882, -1.4993], [2.8644, 3.0897, -1.9876], [2.3032, 1.7012, 0.7041], [1.7785, 3.3176, 0.3024], [-0.8335, 1.9986, -1.9771], [0.5695, 3.0368, -2.2663], [0.4581, 0.0148, -2.7740], [0.3581, 1.2975, -3.9820], [1.8700, 1.0490, -3.1022], [-0.5523, 2.1773, 0.9657], [-1.0670, 0.8899, -0.1383], [0.8920, 0.9167, 2.2259], [-0.5674, -0.0293, 1.9611], [5.7822, -2.1558, 2.8653], [-8.4463, -0.1505, -0.7858], [-6.4319, -0.6315, -0.6012], [-5.5113, -0.0629, -1.4757], [-4.1748, -0.3905, -1.3593], [-3.7588, -1.2768, -0.3648], [-4.6897, -1.8388, 0.5103], [-6.0287, -1.5180, 0.3903], [-2.3520, -1.6480, -0.2515], [-1.9431, -2.4365, 0.6657], [-1.4710, -1.1813, -1.0833], [-5.8441, 0.6225, -2.2442], [-3.4490, 0.0239, -2.0477], [-4.3556, -2.5290, 1.2741], [-6.7572, -1.9566, 1.0599]], "forces_ev_per_a": [[-0.14, -0.26, -0.19], [-0.12, -0.10, -0.09], [0.30, 0.17, -0.05], [0.67, 0.17, -0.33], [0.07, 0.14, -0.21], [0.04, -0.11, 0.27], [-0.33, -0.74, 1.14], [-0.64, 0.44, -0.27], [0.17, 0.21, -0.44], [-0.34, 0.05, 0.16], [-0.02, -0.18, 0.41], [-0.08, -0.02, -0.52], [0.03, 0.02, 0.23], [0.23, -0.10, -0.14], [0.15, -0.06, 0.07], [0.16, -0.03, -0.16], [0.07, 0.01, 0.18], [0.34, 0.03, -0.39], [-0.39, 0.13, 0.35], [-0.07, -0.02, -0.01], [-0.04, 0.05, 0.01], [0.00, -0.02, 0.03], [-0.08, -0.01, 0.00], [-0.17, -0.08, -0.05], [-0.04, -0.01, 0.12], [0.04, 0.01, 0.08], [-0.02, 0.02, -0.01], [0.00, 0.01, 0.08], [-0.06, 0.02, 0.01], [-0.06, 0.08, -0.23], [0.06, -0.04, -0.09], [0.03, 0.02, 0.03], [0.05, 0.06, 0.04], [-0.06, 0.02, -0.03], [0.10, -0.02, 0.01], [-0.29, 0.08, -0.03], [0.12, 0.06, -0.08], [-0.02, 0.05, -0.09], [0.18, -0.07, 0.03], [-0.04, -0.02, 0.08], [0.09, -0.10, 0.12], [-0.21, 0.26, -0.12], [0.30, 0.09, -0.13], [0.01, -0.19, 0.24], [0.02, -0.04, 0.03], [-0.03, -0.01, 0.00], [-0.04, 0.01, -0.02], [0.04, 0.03, -0.03]], "lowdin_charge": [1.634, -0.041, -0.150, 0.004, -0.140, -0.014, -0.085, -0.150, -0.037, -0.187, -0.179, 0.074, -0.196, 0.167, 0.173, -0.191, 0.170, -0.130, 0.166, 0.101, 0.082, 0.090, 0.116, 0.169, 0.134, 0.146, 0.068, 0.104, 0.072, 0.173, 0.109, 0.120, 0.146, 0.168, 0.974, -0.715, -0.127, -0.010, -0.159, 0.008, -0.118, -0.608, -0.162, -0.228, 0.103, 0.116, 0.128, 0.107]}

***

[2]
{"formula": "C19H19F7O11", "method": "ωB97M-V with the def2-TZVPD basis set", "homo_energy_ev": -9.11, "largest_force_ev_per_a": 3.2, "homo_lumo_gap_ev": 9.562, "charge": 0, "smiles": "O=C1OC[C@@H](F)O1.O=C1OC[C@@H](F)O1.O=C1OC[C@@H](F)O1.CCOC(=O)C(F)(F)F.Fc1ccccc1", "elements": ["F", "C", "C", "C", "C", "C", "C", "H", "H", "H", "H", "H", "C", "C", "O", "C", "O", "O", "F", "H", "H", "H", "C", "C", "O", "C", "O", "O", "F", "H", "H", "H", "C", "C", "O", "C", "O", "O", "F", "H", "H", "H", "C", "C", "O", "C", "O", "C", "F", "F", "F", "H", "H", "H", "H", "H"], "positions_angstrom": [[-10.0573, -25.6487, 3.5529], [-9.3704, -24.5349, 3.7061], [-9.3001, -23.9352, 4.9509], [-8.5941, -22.6744, 5.0151], [-8.0650, -22.0952, 3.8615], [-8.1132, -22.8108, 2.6889], [-8.7685, -23.9992, 2.5479], [-9.6723, -24.3820, 5.8605], [-8.4943, -22.1340, 5.9345], [-7.5621, -21.1122, 3.9495], [-7.5597, -22.4230, 1.8053], [-8.7177, -24.4498, 1.5466], [-13.2833, -16.3278, 3.2088], [-12.7015, -15.3364, 4.1695], [-13.8241, -14.8324, 4.8116], [-14.8913, -15.0074, 4.0697], [-15.9385, -14.5570, 4.3045], [-14.5780, -15.8860, 3.0537], [-12.0861, -14.3119, 3.5229], [-13.2390, -17.3413, 3.6269], [-12.8715, -16.3460, 2.2342], [-11.9472, -15.6027, 4.8875], [-4.0797, -18.5070, 7.6226], [-3.9839, -17.2086, 6.7104], [-4.8397, -16.3245, 7.3160], [-5.5884, -16.8621, 8.2882], [-6.4806, -16.3492, 8.8608], [-5.1065, -18.0700, 8.5494], [-4.4813, -17.5307, 5.4275], [-3.1707, -18.7610, 8.1851], [-4.4690, -19.3522, 7.0647], [-3.0169, -16.7586, 6.5876], [-7.4364, -16.7878, 3.8082], [-8.6055, -16.6618, 4.8384], [-8.1744, -17.3795, 5.9095], [-7.2336, -18.3059, 5.4960], [-6.7126, -19.1553, 6.1608], [-6.8947, -18.0460, 4.1993], [-9.6904, -17.2526, 4.2581], [-6.6786, -15.9793, 4.0333], [-7.7226, -16.7220, 2.7814], [-8.8304, -15.6160, 5.0402], [-11.0394, -9.7859, 5.4654], [-10.8358, -11.2662, 5.3085], [-9.6635, -11.6821, 6.1243], [-9.3445, -12.9181, 6.1334], [-9.8895, -13.8524, 5.5659], [-8.0846, -13.1974, 6.9474], [-8.4211, -13.7518, 8.1367], [-7.3751, -14.1072, 6.3074], [-7.3872, -12.0485, 7.1805], [-11.6773, -9.2869, 4.7528], [-10.1200, -9.3071, 5.2504], [-11.3421, -9.5234, 6.4592], [-10.5456, -11.5200, 4.2945], [-11.6582, -11.9051, 5.6288]], "forces_ev_per_a": [[-0.65, -1.31, 0.10], [0.49, 1.03, -0.67], [1.54, 1.90, -0.38], [-0.91, -1.16, -0.95], [0.20, 0.35, 1.60], [1.12, 1.07, -1.70], [-0.06, -0.39, 0.46], [-0.24, -0.15, -0.18], [-0.09, -0.01, 0.48], [-0.29, -0.80, -0.23], [-0.60, -0.17, 0.65], [-0.49, -0.29, 0.84], [0.69, -1.14, 0.56], [0.98, 0.40, 0.35], [1.58, 0.62, 1.38], [0.10, -1.77, -1.24], [-1.85, 0.77, -0.09], [-2.26, 0.93, 0.28], [0.10, 0.91, -0.99], [-0.16, 0.11, 0.02], [1.03, 0.12, -0.76], [-0.13, -0.90, 0.48], [-0.55, 1.72, 0.02], [-0.65, -2.11, -0.10], [0.16, 1.73, -1.23], [0.36, -1.10, 0.43], [-0.38, 0.58, 0.03], [0.43, -1.63, 0.41], [0.61, 0.51, 1.02], [-0.30, 0.25, -0.24], [0.08, 0.03, -0.12], [0.38, 0.12, -0.17], [0.46, 1.12, 2.38], [1.28, 1.30, -2.57], [0.52, -1.18, 0.88], [0.90, 0.06, -0.52], [-1.15, 0.88, -0.46], [-0.12, -0.42, 0.27], [-0.95, -0.37, 0.14], [-0.63, -0.84, -0.28], [-0.30, -0.44, -0.53], [-0.23, -0.37, 0.57], [0.22, -0.20, 0.17], [0.23, -0.69, -0.16], [-0.85, 1.97, -0.02], [-0.45, -2.13, -0.91], [0.22, 1.13, 0.51], [-0.22, 0.39, 1.43], [0.14, 0.66, -0.49], [0.90, 0.20, -0.28], [-0.19, -1.40, -0.27], [-0.77, -0.58, -0.28], [1.28, 0.48, 0.13], [-0.21, 0.15, 0.54], [-0.24, -0.12, -0.20], [-0.08, 0.18, -0.13]], "lowdin_charge": [0.075, -0.310, 0.008, -0.058, -0.103, -0.127, -0.021, 0.108, 0.092, 0.104, 0.118, 0.123, -0.093, -0.309, 0.164, -0.573, 0.211, 0.081, 0.058, 0.150, 0.134, 0.153, -0.001, -0.238, 0.131, -0.596, 0.195, 0.067, 0.023, 0.136, 0.119, 0.157, -0.035, -0.334, 0.150, -0.489, 0.162, 0.046, 0.056, 0.151, 0.127, 0.126, -0.051, -0.134, 0.068, -0.416, 0.119, -0.512, 0.162, 0.179, 0.150, 0.085, 0.069, 0.079, 0.130, 0.131]}

***

[3]
{"formula": "C19H19N2O7PPtS5", "method": "ωB97M-V with the def2-TZVPD basis set", "multiplicity": 3, "homo_energy_ev": [-2.09, -2.07], "largest_force_ev_per_a": 1.8, "homo_lumo_gap_ev": [5.938, 5.406], "charge": -2, "elements": ["Pt", "O", "C", "C", "O", "C", "C", "O", "C", "O", "O", "C", "C", "C", "O", "P", "S", "S", "O", "C", "C", "C", "H", "H", "H", "H", "H", "H", "H", "H", "H", "H", "H", "H", "H", "H", "S", "C", "S", "C", "N", "N", "C", "C", "C", "C", "C", "C", "S", "H", "H", "H", "H", "H"], "positions_angstrom": [[-0.8297, -0.4085, 0.7782], [0.1583, -1.2698, 6.7862], [0.2025, -0.7654, 5.6730], [1.2261, -1.0309, 4.6076], [2.3680, -1.4439, 4.7884], [0.5820, -0.6304, 3.3531], [-0.6322, 0.0997, 3.6435], [-1.3900, 0.5497, 2.7443], [-0.8056, 0.1857, 5.0997], [-1.5499, 0.9200, 5.7388], [0.9577, -0.8759, 2.1744], [-0.1108, -1.5572, -2.6434], [0.6808, -1.8538, -1.3789], [2.1763, -1.6572, -1.5640], [0.4907, -3.1768, -0.9348], [-0.9297, -3.8059, -0.4375], [-2.0975, -4.3506, -1.9181], [-1.6682, -2.7253, 1.1331], [-0.3618, -5.1779, 0.1590], [0.7086, -5.2837, 1.1003], [1.6385, -6.3565, 0.5390], [0.1419, -5.6551, 2.4650], [0.1531, -0.5700, -3.0140], [-1.1790, -1.5614, -2.4270], [0.0956, -2.3136, -3.4004], [0.3201, -1.1439, -0.5610], [2.5563, -2.3696, -2.2950], [2.6873, -1.8090, -0.6185], [2.3640, -0.6436, -1.9032], [1.2336, -4.3239, 1.1757], [1.1092, -7.3076, 0.4999], [2.5290, -6.4623, 1.1542], [1.9199, -6.0860, -0.4765], [-0.3987, -6.5985, 2.3935], [-0.5448, -4.8797, 2.7981], [0.9444, -5.7446, 3.1945], [2.2656, 4.5386, -1.8105], [0.8441, 3.7315, -1.6082], [0.7227, 2.0796, -1.0205], [-1.0714, 2.2092, -1.1531], [-1.4378, 3.3665, -1.5809], [-0.4066, 4.2071, -1.8323], [-0.7610, 5.5127, -2.2012], [0.0087, 6.2779, -3.0701], [-0.3981, 7.5585, -3.3964], [-1.5660, 8.0865, -2.8729], [-2.3386, 7.3157, -2.0180], [-1.9467, 6.0347, -1.6844], [-2.1147, 0.9221, -0.8580], [0.9163, 5.8745, -3.4844], [0.2094, 8.1434, -4.0718], [-1.8825, 9.0848, -3.1431], [-3.2472, 7.7199, -1.5945], [-2.5421, 5.4205, -1.0271]], "forces_ev_per_a": [[0.02, 0.58, 1.10], [0.18, 0.40, -0.55], [-0.18, -0.54, 0.80], [0.72, 0.11, -0.07], [-0.53, -0.06, -0.11], [-1.06, 0.35, 0.73], [1.31, -1.03, 0.71], [-0.59, 0.13, -1.21], [-0.17, 0.81, -0.06], [0.03, -0.43, -0.17], [-0.26, -0.08, -1.07], [-0.11, -0.02, 0.31], [-0.04, 0.43, -0.43], [-0.35, 0.01, 0.32], [-0.40, -0.36, 0.39], [-0.01, -0.42, -0.40], [0.10, 0.40, 0.38], [0.24, 0.37, -0.52], [-0.21, -0.08, 0.02], [0.29, -0.06, 0.34], [-0.22, 0.33, 0.04], [0.02, 0.18, -0.29], [0.06, 0.14, -0.06], [0.05, -0.03, -0.12], [0.04, -0.02, -0.03], [0.52, -0.37, -0.61], [-0.01, -0.03, -0.10], [0.11, -0.03, 0.13], [0.09, 0.14, -0.09], [-0.07, -0.10, -0.06], [-0.03, -0.10, 0.02], [0.10, -0.01, 0.07], [0.12, 0.01, -0.04], [-0.02, -0.10, 0.02], [-0.01, 0.02, 0.04], [0.07, -0.04, 0.07], [0.73, 0.04, 0.12], [-0.03, -0.20, 0.04], [-0.93, 0.77, -0.26], [1.37, 0.44, -0.14], [-1.18, -0.42, 0.18], [1.00, -0.63, 0.06], [-0.29, 0.68, -0.12], [0.02, -0.17, -0.04], [-0.09, 0.10, -0.01], [-0.03, 0.08, -0.07], [-0.01, 0.09, 0.01], [0.12, -0.12, 0.05], [-0.43, -1.26, 0.71], [-0.01, -0.02, -0.01], [0.04, 0.06, -0.07], [0.01, 0.07, 0.02], [-0.08, 0.00, 0.00], [-0.02, -0.02, 0.02]], "mulliken_spin": [1.275, 0.022, 0.009, -0.003, 0.017, -0.016, -0.003, 0.143, 0.009, 0.015, 0.092, -0.009, 0.156, 0.006, 0.000, 0.022, 0.006, 0.219, 0.003, 0.000, 0.001, 0.000, 0.002, 0.003, -0.001, -0.071, 0.001, 0.000, 0.000, -0.001, 0.000, 0.000, 0.000, -0.001, 0.001, 0.000, 0.002, 0.003, 0.011, 0.016, 0.013, 0.001, 0.000, 0.000, -0.001, 0.001, 0.000, 0.001, 0.054, 0.000, 0.000, 0.000, 0.000, 0.000]}